57
Properties=species:S:1:pos:R:3 method="wB97M-V/def2-TZVPD" homo_energy_ev=-8.61 relative_energy_kj_mol=164.90 smiles="Cc1ccc(OCC(=O)Nc2cccc(S(=O)(=O)NC3=NCCCCC3)c2)cc1C" homo_lumo_gap_ev=9.262 e_tot_ev=-46747.9542
C 3.08 3.08 -4.38
C 2.31 1.81 -4.25
C 1.43 1.41 -5.25
C 0.71 0.23 -5.15
C 0.86 -0.57 -4.03
O 0.09 -1.72 -4.01
C 0.31 -2.64 -2.97
C -0.19 -2.17 -1.60
O 0.28 -2.58 -0.56
N -1.21 -1.28 -1.72
C -1.87 -0.56 -0.72
C -2.73 0.46 -1.10
C -3.40 1.22 -0.15
C -3.20 0.97 1.20
C -2.35 -0.05 1.56
S -2.07 -0.35 3.29
O -3.30 -0.24 4.03
O -1.28 -1.53 3.48
N -1.15 1.00 3.79
C 0.11 1.07 3.22
N 0.16 0.91 1.97
C 1.42 0.83 1.28
C 2.23 -0.40 1.68
C 2.99 -0.23 3.00
C 2.09 -0.03 4.22
C 1.28 1.27 4.15
C -1.69 -0.84 0.64
C 1.72 -0.18 -3.01
C 2.45 1.00 -3.12
C 3.38 1.39 -2.01
H 2.85 3.75 -3.55
H 4.15 2.89 -4.37
H 2.83 3.59 -5.31
H 1.31 2.03 -6.12
H 0.04 -0.08 -5.93
H 1.37 -2.92 -2.88
H -0.26 -3.53 -3.25
H -1.45 -1.02 -2.67
H -2.87 0.67 -2.15
H -4.06 2.01 -0.47
H -3.70 1.54 1.96
H -1.22 1.15 4.78
H 1.16 0.76 0.22
H 2.02 1.74 1.43
H 1.55 -1.26 1.75
H 2.96 -0.62 0.89
H 3.61 -1.11 3.16
H 3.66 0.63 2.91
H 1.40 -0.88 4.30
H 2.71 -0.02 5.11
H 0.92 1.54 5.15
H 1.91 2.08 3.78
H -1.04 -1.62 0.97
H 1.84 -0.79 -2.13
H 3.07 2.33 -1.57
H 3.40 0.63 -1.24
H 4.40 1.52 -2.40

54
Properties=species:S:1:pos:R:3 method="wB97M-V/def2-TZVPD" homo_energy_ev="-1.51 / -1.71" charge=-1 homo_lumo_gap_ev="4.365 / 4.565" e_tot_ev=-34452.7257
Pb -0.27 -0.41 -0.99
C -2.43 0.55 1.98
C -3.38 1.09 0.90
C -2.94 0.94 -0.56
N -1.55 1.23 -0.74
C -0.93 2.36 -0.70
C -1.71 3.64 -0.67
C -1.39 4.92 -0.49
C -0.11 5.49 -0.22
C 1.07 4.87 -0.26
C 1.36 3.50 -0.57
C 0.63 2.38 -0.75
N 1.14 1.12 -0.97
C 2.33 1.05 -1.82
C 2.19 -0.12 -2.81
C 2.37 -1.50 -2.17
N 1.33 -1.72 -1.20
C 1.40 -2.56 -0.21
C 2.47 -3.61 -0.21
C 2.88 -4.54 0.66
C 2.40 -4.81 1.97
C 1.32 -4.27 2.55
C 0.40 -3.31 2.03
C 0.33 -2.52 0.93
N -0.63 -1.57 0.69
C -2.00 -1.88 1.13
C -2.48 -0.95 2.25
H -2.72 1.04 2.92
H -1.40 0.87 1.80
H -3.51 2.16 1.10
H -4.38 0.65 1.02
H -3.58 1.55 -1.22
H -3.13 -0.09 -0.89
H -2.76 3.46 -0.84
H -2.20 5.64 -0.53
H -0.12 6.55 0.05
H 1.95 5.45 -0.02
H 2.44 3.33 -0.60
H 3.25 0.93 -1.23
H 2.48 1.95 -2.44
H 2.96 -0.01 -3.59
H 1.22 -0.07 -3.32
H 3.37 -1.54 -1.73
H 2.31 -2.26 -2.96
H 3.01 -3.63 -1.15
H 3.70 -5.18 0.34
H 2.98 -5.53 2.55
H 1.09 -4.58 3.57
H -0.39 -3.12 2.76
H -2.15 -2.92 1.45
H -2.69 -1.79 0.28
H -1.89 -1.15 3.15
H -3.52 -1.23 2.50
H -0.13 0.15 -2.70

58
Properties=species:S:1:pos:R:3 method="wB97M-V/def2-TZVPD" homo_energy_ev=-7.89 relative_energy_kj_mol=2243.96 homo_lumo_gap_ev=7.693 e_tot_ev=-47660.0377
C -0.92 5.41 0.60
C 0.14 4.47 0.21
C 0.68 4.03 -1.08
C 1.71 3.34 -0.68
N 1.66 3.33 0.63
O 0.91 4.14 1.21
N 2.65 2.77 -1.36
C 2.21 2.32 -2.93
O 1.57 3.04 -3.65
C 2.84 0.98 -3.25
H 4.10 1.07 -3.64
H 2.37 0.72 -4.35
S 2.55 -0.25 -1.95
C 1.28 0.14 -1.37
N 0.12 0.65 -2.15
C -0.64 1.15 -1.11
C -2.03 1.70 -1.25
C -2.66 2.08 -0.22
C -2.25 1.64 0.92
C -0.90 1.19 1.28
C -0.34 0.86 0.06
N 1.17 0.33 0.00
C 1.95 -0.16 1.04
H 2.93 -0.52 0.73
H 2.02 0.69 1.39
C 1.13 -1.19 2.05
O 0.84 -0.71 3.33
N 0.84 -2.40 1.44
C 0.99 -2.68 0.27
H 1.65 -2.19 -0.27
C -0.43 -2.86 -0.60
C -0.41 -3.25 -2.01
H -1.25 -3.36 -2.42
H 0.24 -2.55 -2.43
H 0.09 -4.23 -1.92
C -1.26 -3.81 0.21
H -2.53 -3.71 -0.24
C -1.27 -3.21 1.93
C -2.33 -4.13 2.57
H -2.26 -3.71 3.56
H -3.32 -4.19 2.37
H -1.72 -5.03 2.67
C -0.06 -3.05 2.38
H -0.15 -2.64 3.47
H 0.37 -4.09 2.27
H -1.98 -2.32 1.87
H -1.09 -4.75 0.42
H -0.95 -1.84 -0.34
H 1.27 -3.87 0.13
H -0.56 1.09 2.19
H -2.87 2.03 1.78
H -3.68 2.45 -0.49
H -2.38 1.66 -2.45
H 3.24 2.01 -0.87
H 0.36 4.38 -1.88
H -0.99 6.08 -0.19
H -1.93 4.87 0.69
H -0.69 6.07 1.45

59
Properties=species:S:1:pos:R:3 method="wB97M-V/def2-TZVPD" homo_energy_ev=-8.04 relative_energy_kj_mol=1.73 smiles="CCCCN1C(=O)c2ccc(C(=O)Nc3c(N)n(CCCC)c(=O)n(C)c3=O)cc2C1=O" homo_lumo_gap_ev=7.373 e_tot_ev=-40943.9790
C 3.22 2.60 6.24
C 2.26 1.54 6.76
C 0.95 2.12 7.31
C 0.11 2.85 6.26
N -0.25 1.99 5.16
C -1.18 0.96 5.27
O -1.81 0.70 6.26
C -1.21 0.31 3.93
C -1.92 -0.77 3.47
C -1.72 -1.15 2.15
C -0.84 -0.47 1.31
C -0.70 -0.98 -0.08
O -0.93 -2.16 -0.34
N -0.32 -0.06 -0.98
C -0.10 -0.07 -2.37
C 0.10 -1.15 -3.20
N 0.16 -2.41 -2.73
N 0.31 -0.92 -4.54
C 0.59 -1.99 -5.49
C -0.66 -2.41 -6.28
C -1.72 -3.15 -5.46
C -1.34 -4.61 -5.21
C 0.33 0.36 -5.09
O 0.51 0.53 -6.28
N 0.15 1.41 -4.23
C 0.20 2.74 -4.81
C -0.05 1.28 -2.87
O -0.18 2.26 -2.14
C -0.11 0.62 1.79
C -0.31 0.99 3.11
C 0.32 2.08 3.90
O 1.14 2.89 3.57
H 4.18 2.15 5.99
H 2.83 3.08 5.34
H 3.39 3.37 7.00
H 2.03 0.83 5.95
H 2.74 0.98 7.56
H 1.18 2.83 8.11
H 0.35 1.31 7.73
H 0.66 3.69 5.84
H -0.81 3.21 6.73
H -2.61 -1.30 4.11
H -2.25 -2.00 1.74
H -0.30 0.92 -0.68
H 0.02 -3.18 -3.37
H -0.22 -2.54 -1.78
H 1.31 -1.58 -6.21
H 1.06 -2.82 -4.98
H -0.34 -3.03 -7.11
H -1.10 -1.50 -6.70
H -1.90 -2.63 -4.52
H -2.66 -3.14 -6.02
H -1.31 -5.16 -6.14
H -2.08 -5.08 -4.56
H -0.37 -4.71 -4.73
H 1.16 2.89 -5.30
H -0.59 2.84 -5.56
H 0.06 3.45 -4.00
H 0.60 1.16 1.19